ORCA calculation (ωB97M-V with the def2-TZVPD basis set) on the ion C4H8P with charge +1 in a non-equilibrium geometry.

Its energy relative to the best compared isomer or geometry (same formula, charge and spin) is 0.00 kcal/mol. The value obtained for the total energy is -498.216498 Eh. The value obtained for the HOMO energy is -15.70 eV. The calculation puts the largest force on an atom at 5.1 eV/A. Its total charge is +1. For the LUMO energy, the calculation gives -4.14 eV. As for the orbital gap: 11.55 eV.

```
13
Properties=species:S:1:pos:R:3:forces:R:3:mulliken_charge:R:1
C -0.4801 0.9013 1.5781 -3.5 0.8 -3.4 -0.21
C -1.5708 1.0933 0.6874 4.4 -1.2 2.2 -0.34
C -0.4961 -1.5936 0.0208 0.0 0.2 -0.2 -0.91
C 0.8903 1.0064 -1.2149 -2.1 3.6 -0.5 -0.95
P -0.1948 0.1965 -0.0208 -1.0 0.7 0.9 0.57
H -0.1621 1.1296 2.5854 0.0 -0.1 -0.1 0.41
H -2.5918 1.4166 0.5445 0.1 0.2 0.2 0.38
H 0.3657 -2.0842 0.5074 -0.6 0.1 0.1 0.33
H -0.6592 -2.1147 -0.9373 0.0 0.6 0.3 0.37
H -1.4427 -1.5414 0.6188 1.0 -0.8 -0.3 0.31
H 1.8940 0.6640 -1.1834 0.8 -0.4 -0.2 0.36
H 0.8342 2.2119 -1.0229 0.3 -3.0 0.1 0.32
H 0.4055 1.0140 -2.2297 0.7 -0.7 0.8 0.35
```
Positions in Å, forces in eV/Å.